(1)
{
  "formula": "C4H6N2",
  "method": "wB97M-V/def2-TZVPD",
  "species": ["H", "C", "N", "C", "H", "H", "H", "H", "H", "N", "C", "C"],
  "coordinates": [[-1.67315, -1.35406, 0.77596], [-0.29720, 0.10466, -0.00561], [1.57612, 0.73490, -0.72339], [0.86448, -0.54040, -0.73609], [0.34905, 2.21531, 0.50631], [-2.28246, -0.39903, -0.57832], [0.81725, -1.16943, -1.61989], [1.93982, -0.35525, 0.97775], [-2.16091, 0.33829, 1.02485], [2.11351, -0.44704, -0.02498], [0.42581, 1.22495, 0.07150], [-1.67232, -0.35289, 0.33191]],
  "atomic_forces_ev_per_a": [[0.0480, 0.1407, -0.0431], [0.0245, 0.1266, 0.0168], [0.0222, 0.2751, -0.1601], [-0.1190, -0.2840, -0.2955], [0.0377, -0.1665, -0.0304], [0.0721, -0.0262, 0.1343], [0.0336, 0.0839, 0.1098], [-0.0795, 0.0295, -0.0807], [0.0948, -0.0860, -0.0947], [0.0724, -0.1997, 0.2962], [-0.1916, 0.0970, 0.1292], [-0.0152, 0.0096, 0.0181]],
  "lowdin_charge": [0.08, -0.23, -0.02, -0.28, 0.10, 0.08, 0.13, 0.10, 0.08, 0.05, -0.05, -0.05],
  "homo_ev": -9.03,
  "homo_lumo_gap_ev": 9.993,
  "de_lowest_kcal_mol": 94.2,
  "total_energy_ev": -7221.5051,
  "total_charge": 0
}

---

(2)
{
  "formula": "C4H5N3",
  "method": "wB97M-V/def2-TZVPD",
  "species": ["H", "C", "H", "H", "N", "H", "N", "C", "C", "N", "C", "H"],
  "coordinates": [[-0.72011, 0.55703, -1.33036], [1.80657, -0.91700, 0.00302], [-1.05722, -1.01869, 1.13911], [-1.36157, 0.73424, 0.99414], [1.25860, 2.64468, 0.41610], [-0.37510, -1.03099, -1.15425], [2.43258, -1.88605, 0.18220], [1.18473, 1.51608, 0.12690], [0.99431, 0.18805, -0.26773], [-0.39796, -0.13938, -0.65261], [-1.38325, -0.22201, 0.46990], [-2.38157, -0.42597, 0.07359]],
  "atomic_forces_ev_per_a": [[0.0572, -0.0756, 0.0880], [0.4823, -0.7042, 0.1595], [-0.0396, 0.1092, -0.0968], [-0.0082, -0.1319, -0.0760], [-0.0894, -1.0097, -0.2628], [0.0186, 0.1182, 0.0676], [-0.5824, 0.8463, -0.1578], [0.0784, 0.8363, 0.2395], [0.0580, 0.0206, 0.0241], [-0.0876, -0.0367, -0.1721], [-0.0312, 0.0045, 0.1325], [0.1439, 0.0231, 0.0542]],
  "lowdin_charge": [0.17, -0.27, 0.10, 0.10, 0.11, 0.17, 0.11, -0.27, -0.32, 0.00, 0.00, 0.10],
  "homo_ev": -8.09,
  "homo_lumo_gap_ev": 7.973,
  "de_lowest_kcal_mol": 67.2,
  "total_energy_ev": -8696.8964,
  "total_charge": 0
}

---

(3)
{
  "formula": "C3H9O2",
  "method": "wB97M-V/def2-TZVPD",
  "species": ["O", "C", "H", "H", "H", "H", "H", "H", "H", "H", "C", "O", "H", "C"],
  "coordinates": [[-1.13242, -0.96362, -2.39450], [0.73008, 0.07898, -1.10949], [1.33925, 0.20159, -0.01297], [1.42995, 0.04579, -1.84783], [0.21930, 1.00336, -1.17386], [-0.67824, 0.42255, 1.42682], [-0.00401, -1.97525, -0.87724], [-1.10801, -0.62945, -0.35477], [-0.43814, 1.52901, 2.81914], [-1.67827, -0.21503, -2.34231], [-0.39338, -0.89081, -1.05781], [1.34454, 1.02080, 1.70883], [0.23027, -0.26571, 2.97373], [0.13908, 0.63780, 2.24226]],
  "atomic_forces_ev_per_a": [[1.8146, -1.4803, 1.4113], [-0.2575, 0.6513, 4.9268], [-1.7589, -0.2463, -2.0956], [1.6928, -0.7780, -2.3847], [-0.1601, 1.5792, -0.1239], [0.8648, -0.2990, 0.9752], [-0.9489, 1.7560, -0.2823], [-1.1363, 0.3373, 1.5394], [0.9672, -1.4557, -0.4377], [-1.2105, 1.5812, -0.1944], [1.8144, -3.3607, -2.8408], [-1.0194, -0.5120, 0.5273], [-0.5402, 1.0109, -0.8446], [-0.1220, 1.2160, -0.1761]],
  "lowdin_charge": [-0.13, -0.13, 0.12, 0.02, 0.05, 0.02, 0.13, 0.05, 0.04, 0.01, -0.28, -0.47, 0.04, -0.48],
  "homo_ev": -2.45,
  "homo_lumo_gap_ev": 6.346,
  "de_lowest_kcal_mol": 51.6,
  "total_energy_ev": -7349.8892,
  "total_charge": -1
}

---

(4)
{
  "formula": "H22O11",
  "method": "wB97M-V/def2-TZVPD",
  "species": ["H", "O", "H", "O", "O", "H", "H", "O", "O", "H", "H", "H", "H", "O", "H", "H", "O", "H", "H", "H", "H", "H", "H", "O", "H", "O", "O", "H", "H", "H", "O", "H", "H"],
  "coordinates": [[3.81680, -2.56554, -1.67254], [-3.51128, -3.15125, 2.06908], [0.29531, -2.54018, 3.37709], [1.05105, 0.79778, 0.29255], [-2.90930, 1.54589, 3.23289], [-0.75160, 4.97325, -0.11997], [3.06761, 2.99563, -4.95872], [-1.12103, -3.50930, -1.01927], [1.38573, -1.00720, -4.60927], [1.52360, -0.06477, -4.51412], [-0.31978, 4.47447, 1.24261], [-3.23250, -3.44761, 2.93550], [2.06293, 3.66853, -4.04783], [2.97258, -3.01127, -1.74228], [3.89551, 1.89432, 2.67827], [-2.73942, -3.26891, 1.51534], [-3.96178, 0.88009, -1.28577], [0.47660, 0.11073, 0.63046], [-3.33482, 1.32949, -0.71904], [-0.16989, -3.47749, -0.91652], [2.03042, -1.40438, -4.02374], [-0.51678, -1.64050, 4.28426], [3.19135, -3.89450, -2.03941], [0.00275, -1.63465, 3.48034], [1.13110, 0.60567, -0.64175], [3.21886, 2.10450, 3.32186], [2.37967, 2.80734, -4.32035], [2.43439, 1.66129, 2.99876], [-3.39590, 0.75933, 2.98636], [-4.77904, 0.88067, -0.78746], [-0.87748, 5.12542, 0.81663], [-1.27495, -3.22160, -1.91915], [-2.04072, 1.22471, 3.47503]],
  "atomic_forces_ev_per_a": [[0.2225, 0.1537, 0.0875], [-0.2189, 0.1297, 0.0783], [0.1341, -0.2210, -0.0594], [0.1504, 0.2330, 0.1739], [-0.0805, 0.2270, -0.0055], [0.0038, -0.0249, -0.2255], [0.1849, 0.0078, -0.1843], [-0.1454, -0.0888, 0.3150], [-0.1521, -0.1434, -0.1115], [0.0048, 0.3754, -0.0262], [0.1336, -0.1892, 0.1615], [0.0058, -0.0878, 0.2094], [-0.1335, 0.1969, 0.1011], [-0.2957, 0.1490, -0.0301], [0.1451, -0.0357, -0.1624], [0.2244, -0.0052, -0.3596], [0.0564, -0.1020, -0.2415], [-0.1922, -0.2217, 0.1653], [0.1816, 0.1390, 0.1602], [0.3043, 0.0189, 0.0001], [0.1589, -0.2063, 0.2152], [-0.1246, 0.0423, 0.2355], [0.0230, -0.2684, -0.0996], [-0.0095, 0.2123, -0.2004], [0.0342, -0.0191, -0.2679], [0.0613, 0.1523, 0.2585], [-0.0641, -0.2932, 0.0866], [-0.2348, -0.1337, -0.1498], [-0.1616, -0.2396, -0.0812], [-0.2200, -0.0209, 0.1042], [-0.1329, 0.1984, 0.0574], [-0.1149, 0.1139, -0.2462], [0.2518, -0.0489, 0.0414]],
  "lowdin_charge": [0.03, -0.05, 0.03, -0.05, -0.05, 0.02, 0.03, -0.05, -0.05, 0.02, 0.03, 0.02, 0.03, -0.05, 0.03, 0.02, -0.05, 0.03, 0.02, 0.02, 0.01, 0.03, 0.03, -0.05, 0.03, -0.05, -0.05, 0.02, 0.03, 0.03, -0.05, 0.04, 0.02],
  "homo_ev": -11.31,
  "homo_lumo_gap_ev": 11.177,
  "de_lowest_kcal_mol": 56.2,
  "total_energy_ev": -22879.0778,
  "smiles": "O.O.O.O.O.O.O.O.O.O.O",
  "total_charge": 0
}

---

(5)
{
  "formula": "C14H20FNO3S",
  "method": "wB97M-V/def2-TZVPD",
  "species": ["C", "H", "O", "H", "F", "H", "C", "N", "C", "O", "C", "C", "H", "C", "H", "C", "S", "H", "H", "C", "O", "C", "H", "H", "H", "H", "C", "C", "H", "H", "C", "H", "C", "H", "H", "H", "H", "H", "H", "C"],
  "coordinates": [[-2.14117, -0.65743, -0.49086], [2.15991, -1.24923, 1.82873], [-1.48126, 2.40733, -2.66569], [1.71563, 2.90343, 2.68117], [-2.31331, -3.97843, -1.90298], [1.12935, -0.58888, -1.80269], [2.31374, 2.19302, 2.10965], [0.33679, 1.87203, -1.08256], [2.24456, -0.22723, 1.45495], [-2.87848, -2.79776, 0.41590], [1.25344, -0.02585, 0.29517], [-1.59933, -1.96992, -2.88453], [-2.35032, -0.08631, 0.39844], [-1.63387, 0.02060, -1.58235], [-3.60097, -2.98432, 2.26879], [-3.20721, -2.18568, 1.64294], [-1.27885, 1.77194, -1.39949], [0.95291, 0.70034, 2.89440], [3.36408, 2.42066, 2.29873], [0.85258, 1.46810, 0.20272], [-1.97457, 2.24640, -0.24094], [1.86395, -0.55884, -1.00064], [2.61419, 0.51796, 3.44463], [1.78336, 3.39617, 0.38514], [2.70632, 0.05505, -1.31344], [-3.97000, -1.41316, 1.51237], [-2.09402, -2.65564, -1.79489], [-2.38749, -2.02486, -0.57421], [-2.32461, -1.75000, 2.12067], [-0.99655, -0.02841, -3.61093], [1.99601, 0.76900, 2.58129], [2.90362, 2.08762, 0.02252], [-1.36315, -0.60664, -2.77882], [0.34742, -0.60671, 0.49956], [3.26544, -0.09658, 1.09149], [2.22478, -1.57272, -0.84081], [0.02001, 1.66559, 0.88419], [-1.40671, -2.50791, -3.79890], [0.92677, 1.71834, -1.88149], [2.02703, 2.35893, 0.61282]],
  "atomic_forces_ev_per_a": [[-0.2034, -0.2655, 0.2262], [0.0881, -0.0436, -0.0629], [0.1438, -0.2513, -0.1498], [0.0410, 0.0812, 0.0108], [0.0031, 0.2234, 0.0827], [0.0311, -0.0482, -0.0966], [-0.0057, -0.0680, -0.0415], [-0.8671, 0.2144, -0.2789], [-0.2958, 0.0097, 0.1739], [0.0746, -0.2194, -0.3742], [0.1332, -0.0338, -0.0484], [-0.0483, -0.0145, 0.2360], [-0.0782, -0.0511, 0.1902], [0.0378, 0.6635, -0.0278], [0.0258, 0.1025, -0.0088], [-0.0605, 0.1105, 0.2209], [0.3973, -0.0388, -0.2674], [-0.0594, -0.0269, 0.0865], [-0.0041, 0.0389, 0.0576], [0.1338, -0.0816, 0.5026], [0.0803, -0.2558, 0.1798], [-0.2931, 0.0500, 0.2057], [-0.0985, 0.0001, 0.0661], [0.0435, 0.0029, -0.0722], [0.1775, 0.0635, -0.0760], [0.0270, -0.0141, -0.0025], [-0.0284, -0.0667, 0.0790], [0.1485, 0.1164, -0.2242], [-0.0175, 0.0028, -0.0224], [0.0488, 0.0060, -0.1682], [0.2178, -0.0761, -0.0212], [0.0862, 0.0118, -0.0812], [-0.0502, 0.0409, -0.0609], [0.0821, 0.0360, 0.0441], [0.1129, -0.0472, -0.0576], [0.0736, -0.0814, -0.0386], [0.1865, -0.0414, 0.1522], [0.0024, -0.0794, -0.0771], [0.0045, -0.0100, -0.3123], [-0.2911, 0.0404, 0.0567]],
  "lowdin_charge": [0.00, 0.12, -0.28, 0.11, 0.09, 0.06, -0.18, -0.09, -0.17, -0.05, -0.31, 0.02, 0.11, -0.28, 0.10, -0.06, 0.65, 0.11, 0.11, -0.34, -0.28, -0.05, 0.11, 0.12, 0.08, 0.10, -0.19, -0.20, 0.10, 0.12, -0.20, 0.11, -0.07, 0.12, 0.12, 0.09, 0.14, 0.13, 0.12, -0.14],
  "homo_ev": -9.08,
  "homo_lumo_gap_ev": 9.666,
  "de_lowest_kcal_mol": 2.2,
  "total_energy_ev": -36027.4104,
  "smiles": "COc1cc(S(=O)(=O)N[C@@H]2CCCC[C@@H]2C)ccc1F",
  "total_charge": 0
}

---

(6)
{
  "formula": "C3H9OP",
  "method": "wB97M-V/def2-TZVPD",
  "species": ["H", "H", "C", "H", "C", "H", "C", "H", "P", "H", "H", "H", "H", "O"],
  "coordinates": [[-0.90602, 0.92949, 1.40542], [-1.48234, -0.68848, 1.00361], [0.96853, -1.67585, -0.66154], [-0.26560, -0.50156, 2.41748], [0.24934, 1.21767, -1.08434], [2.01044, -1.70759, -1.07062], [-0.56182, -0.10344, 1.37352], [-0.22933, 1.86310, -0.38923], [0.77771, -0.00514, 0.13367], [1.12871, 1.82695, -1.36007], [0.99157, -2.55591, 0.09894], [-0.23196, 0.87946, -2.05740], [0.24718, -1.89385, -1.39944], [2.11747, 0.63161, 0.79744]],
  "atomic_forces_ev_per_a": [[0.0037, 0.0541, 0.6192], [1.4570, 0.6277, 0.4347], [2.1396, -0.7203, 2.2939], [-0.2180, 0.7711, -1.9243], [0.8401, -0.6469, -1.5147], [-0.9326, 0.2355, -0.0083], [-1.1587, -1.2008, 0.2241], [-1.4532, 0.9111, -0.1869], [4.8752, 1.0206, 2.2090], [-0.0350, -0.7129, 0.0948], [-0.3203, 1.7326, -0.9822], [-0.0346, 0.5417, 1.6497], [-0.8411, -0.0916, -0.9074], [-4.3222, -2.5221, -2.0017]],
  "lowdin_charge": [0.02, 0.07, -0.20, 0.08, -0.20, 0.06, -0.21, 0.02, 0.61, 0.06, 0.08, 0.08, 0.01, -0.47],
  "homo_ev": -9.25,
  "homo_lumo_gap_ev": 9.980,
  "de_lowest_kcal_mol": 7.9,
  "total_energy_ev": -14593.2462,
  "smiles": "CP(C)(C)=O",
  "total_charge": 0
}

---

(7)
{
  "formula": "C9H14N2OS",
  "method": "wB97M-V/def2-TZVPD",
  "species": ["H", "H", "H", "C", "S", "H", "H", "C", "H", "C", "C", "N", "H", "H", "C", "C", "O", "H", "H", "H", "C", "C", "H", "H", "H", "N", "C"],
  "coordinates": [[2.29285, 2.45871, 1.11421], [-3.22827, 1.58098, -0.27942], [2.18840, 1.41995, -1.05179], [0.02430, 0.26947, 0.11317], [-1.14150, 0.75754, -1.26142], [0.00393, 1.36910, 1.91673], [-3.58512, -0.71340, 1.19603], [-2.44767, 0.92333, 0.04863], [1.65081, -3.15064, -2.21526], [1.50355, -0.39013, -0.54418], [1.96360, 1.43109, 0.99316], [1.71672, -1.30350, -1.27779], [3.50674, 0.70801, -0.23272], [0.02820, -1.64989, 1.37329], [-2.86552, -0.57968, 0.36358], [0.93962, -2.34418, -1.76466], [-0.75334, 2.07010, -1.84431], [0.13307, -2.02269, -2.45524], [-1.89009, 1.35286, 0.88610], [-0.03270, 2.37248, 0.51283], [2.43970, 0.76320, -0.25061], [-0.56188, -0.97560, 0.78304], [0.52435, -2.90619, -0.95303], [2.26297, 0.88973, 1.91398], [-3.26813, -1.05359, -0.56467], [-1.74823, -1.36182, 0.72491], [0.45836, 1.41565, 0.92808]],
  "atomic_forces_ev_per_a": [[0.3486, 0.0431, -0.1067], [-0.4676, 0.1669, -0.2478], [-0.0962, 0.8002, -0.9404], [1.2829, -3.1724, -1.6979], [-0.1054, -0.5149, 0.3755], [0.1707, -0.1336, 0.2738], [0.1418, 0.4976, -0.6400], [0.5483, -1.2550, 0.1496], [-1.3654, 1.5648, 0.0593], [-1.9755, 5.2025, 2.4564], [-0.1683, 0.3527, 1.4370], [2.2144, -2.1305, -1.7745], [0.6614, -1.0180, -0.2947], [1.2060, -0.1133, -0.1319], [-0.0637, 1.2044, -1.5554], [0.2723, -2.5156, -1.2989], [-0.0521, -0.2044, 0.7010], [0.5565, -0.2901, 0.2445], [-0.6834, 0.0973, 0.0462], [1.1977, -1.1476, 0.1732], [-0.1883, 0.1623, 0.4062], [-0.4066, 1.1740, -0.3199], [-0.8274, -0.2013, 0.6267], [0.1076, 0.1287, -0.5180], [-0.1962, 0.4841, 0.6847], [-0.4526, -1.2583, 1.2983], [-1.6593, 2.0765, 0.5938]],
  "lowdin_charge": [0.12, 0.08, 0.12, -0.43, 0.97, 0.12, 0.12, -0.26, 0.11, -0.23, -0.19, 0.03, 0.12, 0.12, -0.25, -0.13, -0.52, 0.09, 0.07, 0.14, -0.12, -0.16, 0.06, 0.13, 0.12, 0.01, -0.22],
  "homo_ev": -8.56,
  "homo_lumo_gap_ev": 9.287,
  "de_lowest_kcal_mol": 110.9,
  "total_energy_ev": -25419.5430,
  "total_charge": 0
}

---

(8)
{
  "formula": "C3H5N2",
  "method": "wB97M-V/def2-TZVPD",
  "species": ["C", "N", "C", "H", "H", "H", "H", "C", "H", "N"],
  "coordinates": [[0.45638, 0.61657, -0.52742], [0.67640, -1.10881, -2.37992], [0.51745, -0.47753, -1.43104], [0.16461, 1.06730, 1.42468], [-0.11723, 1.38914, -0.89526], [-1.22159, -1.44201, 0.36549], [1.45924, 1.06329, -0.37518], [-0.78977, -0.69115, 0.97253], [-1.01476, -0.77582, 2.09498], [-0.13072, 0.35903, 0.75114]],
  "atomic_forces_ev_per_a": [[1.7704, 0.8071, 0.5270], [-0.2281, -0.1620, 0.6361], [0.3161, -0.6743, -1.6833], [-0.5195, -0.6298, 0.6145], [-1.2228, 1.8362, -1.5495], [0.3682, -0.4417, -1.4223], [-0.3211, -0.4682, -0.0109], [-0.9938, 0.7317, 5.6495], [-0.1188, -0.2125, -1.7657], [0.9494, -0.7863, -0.9954]],
  "lowdin_charge": [-0.13, 0.24, -0.18, 0.20, 0.13, 0.13, 0.18, 0.21, 0.17, 0.06],
  "homo_ev": -16.76,
  "homo_lumo_gap_ev": 10.739,
  "de_lowest_kcal_mol": 70.2,
  "total_energy_ev": -6162.8471,
  "smiles": "C=[NH+]CC#N",
  "total_charge": 1
}